# 1
A molecular structure, C29H65BrI2N14O25PS at a distorted geometry, computed with ωB97M-V/def2-TZVPD.

- E_tot: -7699.1011 hartree
- Orbital gap: 7.759 eV
- Max |F|: 0.07053 hartree/bohr
- HOMO: -11.4 eV
- E_LUMO: -3.595 eV

ORCA input file:
```
! RIJCOSX wB97M-V def2-TZVPD def2/J DEFGRID3
* xyz 1 1
C -4.90316 -2.31781 -5.15506
C -4.11562 -1.35338 -4.21067
C -2.55775 -1.50891 -4.45668
I -2.28788 -1.29947 -6.63335
C -1.76163 -0.36127 -3.78819
N -1.58186 -0.14732 -2.49635
P -2.30031 -1.44967 -1.47043
C -1.14038 -2.91379 -1.78830
C -0.72410 -3.67085 -0.49056
C -2.23735 -1.09490 0.34180
C -3.39856 -0.15674 0.86243
C -0.82760 1.08600 -2.16605
C -1.58032 2.44058 -2.10838
C -2.72448 2.48678 -1.04059
C -3.35170 3.92900 -1.11704
Br -5.28999 3.86720 -0.92970
C 0.02374 0.90332 -0.87678
C 1.20736 1.89554 -0.68256
C 2.59950 1.30793 -1.04361
I 1.25347 2.35384 1.46189
C 0.19332 1.23792 -3.36306
N 0.68327 2.59902 -3.66998
C 1.52044 2.50783 -4.58027
O 2.26567 2.40883 -5.46634
S -0.95777 0.86723 -4.79136
H -5.80793 -2.68921 -4.63892
H -4.30644 -3.20954 -5.42272
H -5.24369 -1.81664 -6.07732
H -4.42338 -0.30009 -4.34053
H -4.34989 -1.68923 -3.18721
H -2.18081 -2.51497 -4.23439
H -0.26391 -2.53552 -2.34851
H -1.74362 -3.61215 -2.39775
H -0.10699 -4.53227 -0.80809
H -0.14692 -3.02499 0.18936
H -1.64943 -4.05853 -0.03157
H -1.25016 -0.78234 0.72870
H -2.42758 -2.07442 0.82866
H -4.11243 0.03190 0.04632
H -2.91558 0.75628 1.24519
H -3.89255 -0.64809 1.71659
H -0.91326 3.28321 -1.85266
H -2.06427 2.72302 -3.06124
H -3.50700 1.74420 -1.25549
H -2.30570 2.40118 -0.02418
H -2.93872 4.52454 -0.28447
H -3.01397 4.41290 -2.04765
H 0.43810 -0.12418 -0.80237
H -0.66466 1.05770 -0.02749
H 1.10209 2.87130 -1.17252
H 3.28879 2.16404 -1.17423
H 2.56650 0.76567 -2.00519
H 3.02929 0.71109 -0.22348
H 0.92835 0.41929 -3.24694
C 5.32903 4.09639 2.33912
N 5.33315 2.70591 1.80529
O 5.75763 1.82564 2.52423
O 4.90533 2.54491 0.67633
H 5.73321 4.08347 3.34264
H 5.94485 4.70123 1.68187
H 4.29889 4.44310 2.33899
C 4.57765 -1.27288 -4.33368
N 4.82965 -1.84267 -2.98269
O 5.96669 -2.16237 -2.71575
O 3.86527 -1.94639 -2.23919
H 5.51587 -1.24152 -4.87729
H 3.86089 -1.92013 -4.83293
H 4.17499 -0.27221 -4.19659
C -6.18813 -1.72870 4.84405
N -5.02768 -1.71286 3.91262
O -5.18457 -2.19155 2.80555
O -3.99709 -1.21987 4.32421
H -7.02910 -2.19524 4.34210
H -5.89440 -2.29805 5.72187
H -6.41274 -0.69745 5.10334
C 2.25045 -0.91161 3.70190
N 1.65631 -2.13396 3.09788
O 1.15282 -2.02919 1.99096
O 1.70937 -3.15508 3.74793
H 2.12349 -0.09245 3.00467
H 1.72282 -0.71737 4.63053
H 3.30445 -1.10966 3.88160
C 5.45102 8.75228 3.60492
N 5.44861 7.36759 3.05894
O 5.87225 6.48201 3.77329
O 5.02048 7.21904 1.92934
H 5.85689 8.72587 4.61166
H 6.07010 9.36019 2.95004
H 4.42232 9.10355 3.60798
C 4.31939 8.54086 -1.40918
N 4.55508 9.99476 -1.19966
O 5.37872 10.53772 -1.90564
O 3.90112 10.53392 -0.32929
H 4.96614 8.19486 -2.20886
H 4.55196 8.03503 -0.47487
H 3.27294 8.41389 -1.67390
C -1.35870 -8.01985 -0.31857
N -1.99951 -7.14917 -1.33862
O -1.85709 -7.44246 -2.50710
O -2.63037 -6.19067 -0.92849
H -0.83948 -8.82531 -0.82577
H -0.66190 -7.40509 0.24739
H -2.14593 -8.40860 0.31826
C -0.59994 -3.28828 6.61403
N -0.36956 -1.83283 6.82224
O 0.44209 -1.28476 6.09687
O -1.00479 -1.29377 7.69877
H 0.03563 -3.62728 5.80144
H -0.34813 -3.79420 7.54232
H -1.65039 -3.41965 6.36821
C -5.12671 -8.98517 -2.56182
N -4.75914 -9.46385 -1.20150
O -3.57730 -9.65972 -0.97524
O -5.66200 -9.62497 -0.41239
H -4.22081 -8.88773 -3.15190
H -5.79754 -9.72159 -2.99634
H -5.62098 -8.02415 -2.44642
C -7.65592 2.27022 -3.40580
N -7.48429 0.87496 -3.89666
O -6.94537 0.07790 -3.14983
O -7.88974 0.63092 -5.01229
H -7.24668 2.33596 -2.40280
H -7.11802 2.92349 -4.08782
H -8.71969 2.49334 -3.40712
C 5.03734 -4.74436 -0.73567
N 4.54583 -6.11257 -1.05199
O 3.96978 -6.72222 -0.17311
O 4.75554 -6.52323 -2.17566
H 4.78074 -4.51128 0.29251
H 6.11509 -4.74251 -0.87510
H 4.55574 -4.05367 -1.42038
C 5.12579 5.28297 7.24313
N 5.34899 6.74380 7.41823
O 6.16940 7.27558 6.69607
O 4.69270 7.29959 8.27267
H 5.77601 4.92608 6.45103
H 5.36237 4.80060 8.18778
H 4.08022 5.14146 6.98240
*
```

***

# 2
2 unconnected molecules or ions with the total composition C9H14O at a distorted geometry, computed with ωB97M-V/def2-TZVPD.

- E_tot: -426.5603 hartree
- Orbital gap: 9.235 eV
- Max |F|: 0.02470 hartree/bohr
- HOMO: -8.4 eV
- E_LUMO: 0.875 eV
- Energy relative to the best compared isomer or geometry (same formula, charge and spin): 7.8 kcal/mol

ORCA input file:
```
! RIJCOSX wB97M-V def2-TZVPD def2/J DEFGRID3
* xyz 0 1
C 0.72347 2.72044 -1.63946
C 0.39948 1.26820 -1.54636
C 1.15812 0.31790 -2.19722
C 0.79985 -1.03456 -2.13840
C -0.29779 -1.41847 -1.39122
O -0.57666 -2.73368 -1.14358
C -1.12571 -0.47327 -0.80267
C -0.75308 0.85274 -0.87741
H 1.76259 2.97601 -1.83739
H 0.42186 3.31557 -0.77769
H 0.16356 3.19398 -2.45560
H 2.06310 0.50999 -2.74279
H 1.44764 -1.73209 -2.65557
H 0.00331 -3.30892 -1.66078
H -2.01739 -0.84325 -0.32641
H -1.38821 1.65909 -0.51752
C -0.21669 -0.28549 3.74642
C -0.51627 -1.01268 2.42680
H -0.95073 -0.54624 4.50545
H 0.75868 -0.58897 4.13984
H -0.12252 0.79548 3.60549
H -0.94781 -2.00017 2.59226
H -1.18305 -0.40560 1.83125
H 0.39426 -1.22600 1.86258
*
```

***

# 3
9 unconnected molecules or ions with the total composition H18O9 at a distorted geometry, computed with ωB97M-V/def2-TZVPD.

- E_tot: -687.8959 hartree
- Orbital gap: 9.820 eV
- Max |F|: 0.09204 hartree/bohr
- HOMO: -10.3 eV
- E_LUMO: -0.490 eV
- Energy relative to the best compared isomer or geometry (same formula, charge and spin): 81.5 kcal/mol

ORCA input file:
```
! RIJCOSX wB97M-V def2-TZVPD def2/J DEFGRID3
* xyz 0 1
O 38.29400 31.59000 5.90500
H 37.65700 31.13200 6.40000
H 37.66800 32.32000 5.47500
O 36.75400 26.34600 6.23100
H 36.96800 26.13900 5.30000
H 37.42200 25.82700 6.57100
O 36.17100 29.05800 6.27500
H 36.16000 28.17700 6.87100
H 35.43500 29.10400 5.66400
O 33.76400 28.70700 4.78600
H 33.09700 29.39100 4.75700
H 33.42100 27.76200 4.65700
O 37.29000 27.54000 9.41300
H 36.42300 27.68400 9.15900
H 37.47100 28.19500 10.03600
O 34.53800 28.39700 8.82100
H 34.32900 28.22200 9.69900
H 33.72700 28.27700 8.32100
O 35.61300 28.81100 2.73900
H 34.96400 28.49800 3.37200
H 36.47300 28.71200 3.16100
O 36.06800 31.40200 7.68700
H 35.75100 30.55400 7.43000
H 35.64800 32.07100 7.04500
O 34.38400 24.82700 6.60800
H 33.73800 25.09300 5.86800
H 35.06700 25.49700 6.59600
*
```

***

# 4
11 unconnected molecules or ions with the total composition C4H20BO18 at a distorted geometry, computed with ωB97M-V/def2-TZVPD.

- E_tot: -1543.6284 hartree
- Orbital gap (spin up / spin down): 6.594 / 2.283 eV
- Max |F|: 0.10924 hartree/bohr
- HOMO (spin up / spin down): -10.7 / -10.7 eV
- E_LUMO (spin up / spin down): -4.114 / -8.425 eV
- Energy relative to the best compared isomer or geometry (same formula, charge and spin): 6.6 kcal/mol

ORCA input file:
```
! RIJCOSX wB97M-V def2-TZVPD def2/J DEFGRID3
* xyz 0 2
O 3.13019 -1.48831 -1.76210
C 2.14330 -1.00190 -1.24216
O 1.99978 -0.37944 -0.04360
B 0.57387 -0.00974 0.18721
O -0.14946 -0.70595 -0.90513
C 0.66697 -1.29985 -1.76757
O 0.35888 -1.95045 -2.79482
O 0.25598 1.44956 0.19341
C -0.36624 1.74548 1.26297
O -0.86235 2.81305 1.58743
C -0.61705 0.38926 2.05396
O 0.14411 -0.50639 1.50476
O -1.35348 0.22325 3.01649
O -3.31243 0.29009 -0.73832
H -2.43706 -0.06256 -0.57831
H -3.72923 -0.35324 -1.31159
O -3.28871 2.32292 3.38145
H -2.42838 1.91355 3.28932
H -3.43751 2.35869 4.32634
O -0.53834 -2.08759 4.49372
H -0.62213 -2.60051 3.68990
H -0.59107 -1.17686 4.20386
O 1.39038 1.65714 -2.84672
H 0.68899 2.28026 -2.65695
H 2.02526 1.78865 -2.14254
O 3.74889 0.25454 -3.79729
H 2.86801 0.61054 -3.91369
H 3.64862 -0.41883 -3.12443
O 3.41981 -4.04611 -3.43390
H 4.25773 -3.59317 -3.52865
H 2.84046 -3.39777 -3.03361
O 3.70741 0.62826 2.07764
H 4.20147 -0.07638 1.65856
H 2.83820 0.58163 1.67946
O -2.12172 5.55390 1.63366
H -1.22224 5.57464 1.96039
H -2.31573 4.62303 1.52379
O -1.60296 -2.82705 -5.01099
H -1.45486 -3.72227 -4.70623
H -1.20662 -2.27531 -4.33665
O -3.94268 -1.23641 3.58413
H -3.14183 -0.72642 3.70572
H -4.16624 -1.11577 2.66126
*
```

***

# 5
A gas-phase ion, C3H8N (charge +1) at a distorted geometry, computed with ωB97M-V/def2-TZVPD.

- E_tot: -173.5558 hartree
- Orbital gap: 10.892 eV
- Max |F|: 0.02675 hartree/bohr
- HOMO: -14.7 eV
- E_LUMO: -3.855 eV
- Energy relative to the best compared isomer or geometry (same formula, charge and spin): 16.9 kcal/mol

ORCA input file:
```
! RIJCOSX wB97M-V def2-TZVPD def2/J DEFGRID3
* xyz 1 1
C 1.11217 -0.44035 -0.99721
C 0.23519 -0.01824 -0.08341
C 0.07090 -0.42910 1.34031
N -0.89903 0.80427 -0.61266
H 0.86190 -0.56356 -2.04809
H 2.11715 -0.65415 -0.65609
H 0.36984 -1.47178 1.53008
H 0.68628 0.16851 2.00756
H -0.95221 -0.49315 1.71312
H -0.80592 1.82750 -0.58129
H -1.73228 0.71014 -0.01966
H -1.06399 0.55992 -1.59266
*
```

***

# 6
A molecular structure, C2H2BrO2S at a distorted geometry, computed with ωB97M-V/def2-TZVPD.

- E_tot: -3200.1619 hartree
- Orbital gap (spin up / spin down): 7.463 / 7.462 eV
- Max |F|: 0.09249 hartree/bohr
- HOMO (spin up / spin down): -4.4 / -4.4 eV
- E_LUMO (spin up / spin down): 3.070 / 3.070 eV
- Energy relative to the best compared isomer or geometry (same formula, charge and spin): 11.8 kcal/mol

ORCA input file:
```
! RIJCOSX wB97M-V def2-TZVPD def2/J DEFGRID3
* xyz -1 1
C -0.20738 -1.04728 -0.11487
C 0.16301 0.21412 0.51430
O -0.58804 -1.01192 -1.45375
O -0.20708 -2.03302 0.55419
S -0.49817 1.72073 -0.06970
Br 2.62029 -0.16479 -0.03266
H 0.54892 0.24595 1.64278
H -0.58290 -0.15688 -1.92531
*
```